# 1
C12H8Cl3N2O4RhS5 as an isolated structure. Source: OMol25; level of theory: the ωB97M-V functional and the def2-TZVPD basis.

```
! wB97M-V def2-TZVPD RIJCOSX def2/J DEFGRID3
* xyz 0 1
Rh -0.68973 -0.23612 0.83050
O -1.17650 1.64343 -0.01626
N -0.13542 2.16401 -0.56816
N 0.85051 1.39256 -0.72798
O 0.86240 0.10576 -0.34680
C 2.05741 1.87128 -1.35018
C 2.10419 3.16289 -1.85696
C 3.27573 3.59376 -2.45352
C 4.37533 2.74887 -2.54261
C 4.30362 1.46541 -2.02607
C 3.13898 1.01192 -1.42193
H 1.24598 3.81277 -1.77833
H 3.32589 4.59695 -2.85505
H 5.28618 3.09557 -3.01204
H 5.15643 0.80338 -2.09234
H 3.06541 0.01771 -1.00983
Cl -2.28441 -1.09678 5.24781
C -1.36774 0.29749 4.67065
Cl -2.34951 1.77144 4.79014
Cl 0.11151 0.47778 5.59740
C -1.05935 0.10195 3.18019
O -2.00127 -0.22693 2.39746
O 0.09354 0.28036 2.72099
C -3.72455 -0.76444 -0.05931
S -2.07901 -0.96163 -0.81388
C -1.83820 -2.69453 -0.76000
C -0.92673 -3.23433 0.06643
S 0.07011 -2.37598 1.19677
S -0.73677 -4.96120 -0.07948
C -1.90834 -5.22277 -1.34687
S -2.23336 -6.68926 -1.97140
S -2.69358 -3.75899 -1.85214
H -4.36820 -0.27951 -0.78846
H -3.64659 -0.16171 0.83870
H -4.10395 -1.75107 0.19252
*
```

Output
HOMO in hartree: -0.29560

Atomic partial charges in e from the Löwdin method, atoms 1 to 2:
1. Rh 0.8218
2. O -0.2311



# 2
A 2-piece molecular cluster, C3H4O2 overall at a distorted geometry. Source: OMol25; level of theory: the ωB97M-V functional and the def2-TZVPD basis.

```
! wB97M-V def2-TZVPD RIJCOSX def2/J DEFGRID3
* xyz 0 1
O 2.53312 -0.91225 -1.18458
C 1.55619 -0.35608 -1.35160
C -0.14909 0.74562 0.42378
C -1.09567 -0.35483 0.28632
O 0.27920 -0.62470 0.52409
H 0.03738 1.42315 -0.44358
H 0.00888 1.24341 1.36838
H -1.41726 -0.60731 -0.72496
H -1.76580 -0.56516 1.10557
*
```

Output
HOMO in hartree: -0.38754

Atomic partial charges in e from the Löwdin method, atoms 1 to 2:
1. O 0.0695
2. C 0.0241



# 3
One molecule with the formula C3H7N3O. Source: OMol25; level of theory: the ωB97M-V functional and the def2-TZVPD basis.

```
! wB97M-V def2-TZVPD RIJCOSX def2/J DEFGRID3
* xyz 0 1
H -3.38109 0.39469 -1.67655
N -2.77416 0.64864 -0.89652
C -2.09252 -0.36055 -0.56095
N -1.18134 -0.34300 0.57260
C 0.04187 -0.09932 -0.01281
O 0.04834 -0.09435 -1.24058
N 1.18026 0.13202 0.69811
C 2.38590 0.27350 -0.10522
H -2.08821 -1.32470 -1.07284
H -1.43980 -0.00042 1.49428
H 1.25714 -0.15860 1.65888
H 2.12016 0.85060 -0.99290
H 2.77816 -0.69297 -0.44800
H 3.14866 0.80886 0.46172
*
```

Output
Structure (SMILES): [H]/N=C/NC(=O)NC
HOMO in hartree: -0.35898

Atomic partial charges in e from the Löwdin method, atoms 1 to 2:
1. H 0.0506
2. N 0.1170



# 4
C24H16Cl5NPSr as an isolated structure. Source: OMol25; level of theory: the ωB97M-V functional and the def2-TZVPD basis.

```
! wB97M-V def2-TZVPD RIJCOSX def2/J DEFGRID3
* xyz 1 1
Sr -1.38559 1.19877 0.66047
Cl -1.72613 2.16613 4.04347
C -1.68964 3.63179 3.04881
C -1.50757 3.43892 1.70216
C -1.48344 4.57267 0.92812
Cl -1.24511 4.32394 -0.80798
C -1.63981 5.85699 1.43174
Cl -1.60800 7.23294 0.39899
C -1.81962 6.00546 2.81007
Cl -2.01161 7.57113 3.48435
C -1.84514 4.87971 3.63988
Cl -2.06979 5.04914 5.33638
N 1.19065 0.87406 1.49455
C 2.12415 -0.13068 1.00753
C 3.48796 0.08511 1.11626
C 4.38442 -0.86850 0.65615
C 3.91410 -2.04634 0.09621
C 2.54801 -2.25629 -0.02658
C 1.63893 -1.29705 0.41095
P -0.16655 -1.50236 0.23497
C -0.54099 -0.44353 -1.23500
C -1.88649 -0.41513 -1.64794
C -2.29935 0.42976 -2.66803
C -1.37649 1.27875 -3.28112
C -0.04922 1.25254 -2.88805
C 0.37068 0.39440 -1.86786
C -0.39888 -3.17165 -0.43677
C -0.21149 -3.48261 -1.78446
C -0.37553 -4.78814 -2.22261
C -0.71853 -5.78898 -1.31982
C -0.90472 -5.48522 0.02059
C -0.75242 -4.17705 0.46041
H 1.65395 1.77840 1.52070
H 0.95865 0.67187 2.46769
H 3.85142 0.99871 1.57420
H 5.44820 -0.69205 0.74570
H 4.60744 -2.80127 -0.25030
H 2.18799 -3.17365 -0.47485
H -2.60226 -1.08935 -1.18317
H -3.33403 0.43169 -2.98480
H -1.69695 1.95067 -4.06594
H 0.66938 1.90227 -3.37064
H 1.41316 0.37824 -1.57513
H 0.06143 -2.71038 -2.49419
H -0.23403 -5.02593 -3.26891
H -0.84459 -6.80670 -1.66520
H -1.17741 -6.26222 0.72267
H -0.90918 -3.93899 1.50635
*
```

Output
HOMO in hartree: -0.41172

Atomic partial charges in e from the Löwdin method, atoms 1 to 2:
1. Sr 1.3777
2. Cl 0.6102



# 5
An isolated ion of composition C7H14ClO2Si and charge -1 at a distorted geometry. Source: OMol25; level of theory: the ωB97M-V functional and the def2-TZVPD basis.

```
! wB97M-V def2-TZVPD RIJCOSX def2/J DEFGRID3
* xyz -1 1
C -0.83441 0.27277 -3.39994
C -1.63186 0.96276 -2.34189
C -1.01897 0.80373 -1.02339
C -0.46754 1.79357 -0.28527
O -0.06437 2.93686 -0.44501
O 0.03473 1.25179 0.98847
Si 0.48806 -0.22810 1.43739
C 1.40020 -1.18557 0.14173
C -0.95300 -1.25813 2.33844
C 1.87693 0.20788 2.80044
Cl 2.23903 -1.10922 3.86214
H -1.31109 -0.13763 -4.40325
H -0.04336 0.84101 -3.80924
H -0.35170 -0.65865 -3.11920
H -2.66796 0.68082 -2.39980
H -1.53228 2.07059 -2.47746
H -1.01414 -0.22674 -0.55979
H 1.89520 -2.17424 0.36538
H 0.75840 -1.60319 -0.68657
H 2.32466 -0.70424 -0.25506
H -0.61564 -1.16678 3.40945
H -1.82710 -0.72463 1.98549
H -1.00418 -2.26141 2.05813
H 2.90841 0.54459 2.46368
H 1.41196 1.07218 3.35513
*
```

Output
Structure (SMILES): CC/C=C(\[O-])O[Si](C)(C)CCl
HOMO in hartree: -0.10654

Atomic partial charges in e from the Löwdin method, atoms 1 to 2:
1. C -0.1545
2. C -0.3064



# 6
C15H25N5O2 as an isolated structure at a distorted geometry. Source: OMol25; level of theory: the ωB97M-V functional and the def2-TZVPD basis.

```
! wB97M-V def2-TZVPD RIJCOSX def2/J DEFGRID3
* xyz 0 1
C 2.75110 1.45491 1.57196
C 1.67381 2.42596 1.85026
H 1.20115 2.13904 2.86734
H 2.15416 3.39728 1.91064
O 0.82233 2.36671 0.92681
C -0.14366 1.50530 1.15251
N 0.04750 0.64826 2.10371
C -0.97139 -0.61352 1.92789
N -2.00270 -0.62521 1.13489
C -2.06701 0.53863 0.22793
N -1.37386 1.46615 0.36034
N -3.18665 0.41054 -0.45210
H -3.53349 -0.32649 -0.66450
C -3.26515 1.36642 -1.71132
H -4.15982 1.53480 -2.00215
H -2.53998 2.34892 -1.43297
C -2.45914 0.69299 -2.99636
C -1.11564 0.24938 -2.58736
C -1.01231 -1.09071 -2.20770
C 0.43165 -1.39657 -1.63501
C 1.51158 -0.41173 -1.66399
C 1.22486 0.65729 -2.69095
C -0.21011 1.22145 -2.77420
H -0.34728 1.88479 -3.62477
H -0.25498 1.64542 -2.04197
H 1.99611 1.36824 -2.96639
H 1.55292 0.04674 -3.86734
H 2.34026 -0.77027 -1.60588
H 1.32830 0.35665 -0.66828
H 0.42825 -1.86639 -0.75248
H 0.73802 -2.31970 -2.42075
H -1.61398 -1.87218 -2.02420
H -2.66521 1.24011 -3.81766
H -3.06824 -0.28349 -3.15384
N -0.81277 -1.49407 2.83691
H -1.72032 -2.29707 2.69776
C 0.34782 -1.93654 3.45433
H 0.80486 -0.60710 3.72425
H 0.05797 -2.16707 4.57629
C 1.13739 -2.79653 2.99925
H 0.64508 -3.53349 2.59089
O 1.61908 -2.08674 1.84712
H 2.31069 -2.85333 1.23277
H 2.20920 -3.00768 3.47525
H 2.36877 0.24934 1.67801
H 3.61121 1.46121 2.12292
H 3.20961 1.67937 0.49215
*
```

Output
HOMO in hartree: -0.30073

Atomic partial charges in e from the Löwdin method, atoms 1 to 2:
1. C -0.0872
2. C -0.4154



Looking at lowest unoccupied orbital energy for the records above, in order, we have -0.6941 1.1460 0.8848 -3.3173 3.1202 0.2907 eV.